# C30H37BrCoN7OS

C30H37BrCoN7OS as an isolated structure at a distorted geometry (wB97M-V/def2-TZVPD, the OMol25 dataset).

The value obtained for the HOMO-LUMO gap (alpha / beta) is 4.52 / 4.65 eV. The calculation puts the energy relative to the best compared isomer or geometry (same formula, charge and spin) at 3.403 eV. The multiplicity is 2. Its LUMO energy (alpha / beta) is 2.17 / 2.17 eV. As for the molecular weight: 682.578 Da. As for the total charge: -1. The calculation puts the calculated total energy at -162691.407 eV.

Each line ends with the Löwdin spin population.
Cartesian coordinates (Å):
1 Co 0.211 0.776 1.022  0.963
2 O 2.859 0.553 6.466  -0.001
3 C 2.196 0.528 5.264  -0.002
4 C 0.810 0.740 5.157  0.001
5 C 0.206 0.633 3.933  0.000
6 N 0.855 0.360 2.780  -0.003
7 C 2.203 0.203 2.912  -0.002
8 Br 3.157 -0.206 1.328  0.005
9 C 2.897 0.247 4.095  0.000
10 H 2.237 0.819 7.152  0.000
11 H 0.224 0.984 6.033  0.000
12 H -0.862 0.765 3.845  0.000
13 H 3.958 0.068 4.113  0.000
14 C 3.042 2.899 -1.202  0.003
15 N 1.660 2.934 -1.609  -0.001
16 C 1.316 4.083 -2.422  0.000
17 C -0.187 4.222 -2.226  0.000
18 N -0.312 3.827 -0.842  0.000
19 C 0.625 2.745 -0.600  0.001
20 S 1.207 2.882 1.133  0.036
21 H 3.662 2.957 -2.099  0.000
22 H 3.247 1.957 -0.697  0.000
23 H 3.317 3.726 -0.527  0.002
24 H 1.590 3.886 -3.461  0.000
25 H 1.827 4.994 -2.070  0.000
26 H -0.739 3.559 -2.910  0.000
27 H -0.539 5.249 -2.357  0.000
28 H -1.252 3.572 -0.560  0.000
29 C 1.355 -4.963 2.865  0.000
30 C 1.986 -3.588 3.027  0.000
31 N 1.024 -2.640 2.517  0.000
32 C 0.591 -2.759 1.214  0.003
33 N 0.327 -1.701 0.538  0.022
34 C -0.152 -1.884 -0.816  0.002
35 C -1.018 -3.129 -0.946  0.000
36 C -0.188 -4.321 -0.504  0.000
37 N 0.369 -4.060 0.804  0.002
38 C 1.086 -5.174 1.381  0.000
39 H 0.411 -4.975 3.411  0.000
40 H 2.003 -5.753 3.249  0.000
41 H 2.946 -3.540 2.485  0.000
42 H 2.179 -3.359 4.078  0.000
43 H 1.199 -1.677 2.759  0.000
44 H 0.710 -1.963 -1.492  0.000
45 H -0.707 -0.994 -1.103  0.001
46 H -1.362 -3.253 -1.973  0.000
47 H -1.884 -3.034 -0.289  0.000
48 H 0.609 -4.526 -1.236  0.000
49 H -0.807 -5.227 -0.431  0.000
50 H 2.044 -5.330 0.855  0.000
51 H 0.479 -6.075 1.230  0.000
52 N 0.022 1.418 -0.632  -0.020
53 C -0.969 1.180 -1.581  -0.001
54 C -0.625 0.843 -2.933  -0.001
55 C 0.721 0.763 -3.352  0.000
56 C 1.053 0.404 -4.635  0.000
57 C 0.069 0.085 -5.562  0.000
58 C -1.255 0.064 -5.148  0.000
59 C -1.600 0.422 -3.866  -0.001
60 C -2.340 1.213 -1.150  0.002
61 C -2.695 0.554 0.160  0.004
62 C -4.116 0.803 0.567  0.001
63 C -5.008 1.468 -0.196  0.000
64 C -4.634 1.986 -1.454  0.001
65 C -3.323 1.861 -1.887  0.000
66 H 1.489 0.982 -2.631  0.000
67 H 2.094 0.345 -4.925  0.000
68 H 0.328 -0.165 -6.581  0.000
69 H -2.024 -0.259 -5.838  0.000
70 H -2.631 0.349 -3.554  0.000
71 H -2.573 -0.536 0.007  0.000
72 H -4.396 0.436 1.545  0.000
73 H -6.021 1.629 0.162  0.000
74 H -5.366 2.509 -2.053  0.000
75 H -3.036 2.359 -2.808  0.000
76 C -1.766 0.942 1.316  -0.017
77 H -1.968 1.989 1.577  -0.001
78 H -2.043 0.320 2.176  0.001

# C11H14NS

An isolated ion of composition C11H14NS and charge +1 at a distorted geometry (wB97M-V/def2-TZVPD, the OMol25 dataset).

The value obtained for the HOMO-LUMO gap (alpha / beta) is 6.87 / 6.73 eV. The calculation puts the energy relative to the best compared isomer or geometry (same formula, charge and spin) at 3.042 eV. Its LUMO energy (alpha / beta) is -5.29 / -5.23 eV. As for the molecular weight: 192.307 Da. As for the total charge: +1. The calculation puts the calculated total energy at -23948.659 eV.

Each line ends with the Mulliken charge.
Cartesian coordinates (Å):
1 C -2.150 2.964 -0.801  -0.213
2 C -0.746 3.061 -0.594  -0.695
3 C -2.822 1.793 -1.059  -0.584
4 C -0.069 1.798 -0.527  -0.409
5 C -2.174 0.557 -1.020  -0.324
6 C -0.702 0.572 -0.844  0.390
7 C 1.897 -1.898 0.450  -1.219
8 C 1.250 -1.395 -0.858  0.228
9 C 1.067 -1.623 1.687  0.429
10 C 0.042 -0.634 -0.746  -0.307
11 C 1.535 -0.304 2.288  -1.379
12 N -0.067 -2.036 -1.295  -0.029
13 S -0.700 -1.647 1.428  -0.060
14 H -2.830 3.827 -1.092  0.304
15 H -0.309 4.098 -0.369  0.333
16 H -3.868 1.876 -1.009  0.400
17 H 0.989 1.883 -0.580  0.431
18 H -2.670 -0.412 -0.968  0.387
19 H 2.201 -2.871 0.396  0.505
20 H 2.765 -1.259 0.473  0.424
21 H 1.888 -1.266 -1.696  0.510
22 H 1.347 -2.382 2.505  0.332
23 H 2.391 -0.424 2.932  0.427
24 H 0.743 0.094 2.952  0.356
25 H 1.729 0.496 1.502  0.226
26 H -0.174 -2.180 -2.318  0.330
27 H -0.566 -2.689 -0.837  0.209

# C5H9NO

C5H9NO as an isolated structure at a distorted geometry (wB97M-V/def2-TZVPD, the OMol25 dataset).

The value obtained for the HOMO-LUMO gap is 8.08 eV. The calculation puts the energy relative to the best compared isomer or geometry (same formula, charge and spin) at 6.593 eV. Its LUMO energy is 0.77 eV. As for the molecular weight: 99.133 Da. The calculation puts the calculated total energy at -8862.620 eV.

Each line ends with the Mulliken charge.
Cartesian coordinates (Å):
1 C 1.474 -1.386 0.803  -1.457
2 C 0.847 -0.024 0.496  0.724
3 C -0.272 -0.214 -0.593  -0.692
4 C -1.711 0.682 -1.639  -0.676
5 O -0.643 1.435 -0.762  -0.365
6 C 0.273 0.583 1.703  0.100
7 N -0.247 1.080 2.611  -0.467
8 H 1.895 -1.813 -0.113  0.379
9 H 0.724 -2.082 1.194  0.357
10 H 2.275 -1.295 1.541  0.397
11 H 1.606 0.663 0.109  0.267
12 H 0.202 -0.601 -1.487  0.337
13 H -1.004 -0.917 -0.200  0.280
14 H -2.666 0.849 -1.127  0.249
15 H -1.704 1.241 -2.581  0.183
16 H -1.049 1.798 0.045  0.385

# C6H8AgO6

C6H8AgO6 as an isolated structure at a distorted geometry (wB97M-V/def2-TZVPD, the OMol25 dataset).

The value obtained for the HOMO-LUMO gap (alpha / beta) is 6.43 / 5.11 eV. The calculation puts the energy relative to the best compared isomer or geometry (same formula, charge and spin) at 2.199 eV. The multiplicity is 2. Its LUMO energy (alpha / beta) is -1.75 / -3.07 eV. As for the molecular weight: 283.992 Da. The calculation puts the calculated total energy at -22630.908 eV.

Each line ends with the Löwdin spin population.
Cartesian coordinates (Å):
1 O 0.756 2.137 0.807  0.019
2 C 1.359 2.446 1.957  0.016
3 O 2.598 2.491 2.067  0.406
4 O 0.648 2.508 2.988  0.551
5 C 1.554 1.638 -0.284  0.005
6 H 2.120 2.482 -0.709  0.000
7 H 2.277 0.899 0.089  0.001
8 C 0.630 1.010 -1.282  0.001
9 H -0.199 1.662 -1.578  0.000
10 H 1.179 0.568 -2.121  0.000
11 O -0.759 -2.196 0.764  0.000
12 C -1.949 -2.437 0.332  0.000
13 C -0.230 -0.517 -0.372  0.000
14 O -2.792 -3.068 0.979  0.000
15 O -2.334 -1.644 -0.677  0.000
16 C -1.237 -1.050 -1.387  0.000
17 H 0.702 -1.098 -0.381  0.000
18 H -0.687 0.180 0.344  0.000
19 H -0.770 -1.834 -1.995  0.000
20 H -1.685 -0.270 -2.012  0.000
21 Ag -1.182 -3.907 2.470  0.000